Density functional theory data (ωB97M-V/def2-TZVPD) for a cluster of 7 separate species, C21H63N6O6 in total at a distorted geometry.

Last column: Löwdin charge in e.
Cartesian coordinates (Å):
N  9.0650  32.9470  30.5220  0.42
H  8.3200  32.2050  30.6040  0.16
H  9.1700  33.6080  31.3350  0.17
H  8.8150  33.4760  29.8700  0.00
H  9.8370  32.7210  30.2000  0.01
C  8.0400  36.3670  27.4520  -0.08
C  7.3820  36.6050  28.8320  -0.40
C  5.9480  37.1840  28.8930  -0.21
O  5.7900  37.5740  30.2350  -0.25
C  4.4600  37.7850  30.6630  -0.09
N  7.1470  35.2670  29.3940  0.05
H  7.3560  35.6180  26.7560  0.13
H  9.0560  35.8390  27.5010  0.08
H  8.2230  37.4060  27.1310  0.07
H  8.0650  37.3090  29.5670  0.19
H  4.9870  36.3880  28.6690  0.15
H  5.7280  38.0990  28.2590  0.14
H  4.1890  36.8190  30.9220  0.04
H  3.8310  38.2800  29.8480  0.12
H  4.4620  38.2020  31.7230  0.12
H  6.1920  35.0710  28.9060  0.10
H  7.1100  35.4290  30.2670  -0.10
C  12.5640  31.1920  31.0690  -0.07
C  13.2790  32.5660  31.3130  -0.40
C  14.6650  32.8130  30.6230  -0.13
O  15.4700  31.5620  30.7630  -0.15
C  16.8080  31.7370  30.7110  -0.18
N  12.4540  33.7190  30.8520  0.02
H  11.5470  31.2610  31.8090  0.12
H  13.1490  30.3210  31.4130  0.07
H  12.3060  31.1030  29.9610  0.08
H  13.4500  32.6490  32.4800  0.16
H  14.9120  33.7760  30.9270  0.10
H  14.7520  32.8970  29.6520  0.07
H  17.3950  32.1740  31.5760  0.10
H  17.2000  32.4720  29.9230  0.11
H  17.2290  30.8520  30.5780  0.03
H  12.5460  33.9030  29.8690  0.06
H  12.7580  34.6030  31.3740  0.08
C  6.2940  33.8210  33.1200  -0.02
C  6.3080  35.3320  32.9490  -0.44
C  6.4500  36.0820  34.3030  -0.16
O  5.1510  35.7360  34.8990  -0.23
C  5.0400  36.1000  36.2890  -0.09
N  7.4270  35.7000  32.1480  0.03
H  6.3400  33.6580  32.0340  0.07
H  5.4400  33.4580  33.6010  0.05
H  7.2310  33.5210  33.7950  0.13
H  5.5360  35.8650  32.4710  0.11
H  6.4760  37.2840  34.1120  0.17
H  7.1190  35.7510  35.1820  0.13
H  5.7020  35.6290  36.9010  0.05
H  4.1460  35.6390  36.7790  0.11
H  4.9680  37.1290  36.3000  0.07
H  8.1410  35.8740  32.8910  0.05
H  7.4080  36.5450  31.7560  0.01
C  6.6510  31.9500  26.2130  -0.06
C  6.5630  32.2060  27.6020  -0.50
C  5.1780  32.6120  27.9350  -0.21
O  4.9420  33.8960  27.4590  -0.23
C  3.6350  34.4800  27.5160  -0.07
N  7.0180  31.1200  28.3750  0.10
H  7.7570  31.7580  25.8600  0.13
H  6.4090  32.9450  25.6110  0.14
H  6.1600  31.2810  25.8010  -0.01
H  7.1040  33.1020  27.8230  0.11
H  5.1090  32.6400  29.0220  0.13
H  4.4660  32.0560  27.4080  0.12
H  3.4020  34.6880  28.5850  0.10
H  2.8710  34.1200  26.9720  0.04
H  3.7940  35.5050  27.0300  0.11
H  7.9040  30.8790  28.2590  0.02
H  6.5500  30.2660  28.4060  0.08
C  10.8600  37.0220  32.1550  0.00
C  10.7710  35.8560  33.2890  -0.45
C  12.0310  35.9200  34.1090  -0.17
O  13.1200  35.5040  33.2460  -0.18
C  14.1310  34.8980  34.0450  -0.12
N  9.6930  36.0490  34.0650  0.03
H  10.9370  37.9400  32.6730  0.06
H  10.0660  36.9580  31.3940  0.05
H  11.6510  37.0440  31.2980  0.11
H  10.7990  35.0450  32.7740  0.05
H  11.9410  35.1290  34.9840  0.16
H  12.0820  36.7630  34.6860  0.10
H  15.0650  34.5690  33.6350  0.07
H  13.9220  34.1610  34.6660  0.03
H  14.7490  35.7250  34.6380  0.14
H  9.4840  37.0000  34.5890  0.18
H  9.4770  35.6480  34.8780  0.03
C  7.7820  29.8240  32.4090  -0.18
O  8.6550  30.8760  32.7370  -0.18
H  6.7910  29.7610  32.9980  0.11
H  8.1580  28.7850  32.3720  0.08
H  7.6760  29.8510  31.3430  0.05
H  9.1350  30.8300  33.6300  0.13

Cartesian forces, eV/Å:
N -7.03 -1.64 10.20
H 1.16 0.62 0.36
H -0.36 -1.16 -0.42
H -4.18 6.59 -7.32
H 10.09 -4.10 -2.72
C -0.51 -0.64 -0.57
C 0.58 -0.37 0.25
C -2.46 0.89 -0.96
O 0.93 0.83 0.47
C 0.44 1.16 0.26
N -0.37 -1.76 -8.79
H 1.52 2.43 1.60
H -1.46 0.78 0.39
H -0.14 -0.67 -1.17
H -1.58 -1.82 -1.88
H 2.93 1.80 0.10
H 0.40 -0.93 0.26
H -1.88 -2.16 -0.20
H 0.62 -0.44 1.52
H 0.11 0.63 -1.74
H 2.24 -0.54 1.79
H -1.20 0.39 8.11
C -1.99 1.32 1.03
C 0.79 0.14 0.31
C -1.21 -4.54 4.04
O -1.97 2.01 1.47
C 2.12 5.18 0.15
N -0.32 1.06 2.09
H 2.53 -0.40 -2.35
H -0.18 0.57 -0.32
H 0.09 -0.11 1.50
H -0.33 0.06 -2.35
H 1.89 1.39 1.79
H -1.11 0.50 -5.54
H -1.34 -0.32 0.14
H -0.90 -1.05 0.21
H 1.91 -4.02 -0.96
H 0.34 -0.15 -0.41
H -0.63 -1.66 -0.92
C 2.29 1.33 -0.18
C 1.63 1.47 2.53
C -2.83 1.14 1.77
O 0.25 0.17 0.68
C -2.96 -1.63 -2.06
N 3.68 -3.86 2.72
H 0.25 -1.67 0.46
H -1.36 -0.60 0.46
H -1.74 0.44 -1.96
H -2.10 -0.42 -0.30
H 0.31 -2.66 0.55
H 0.16 0.45 -2.09
H 3.15 -0.72 1.41
H -0.14 0.60 -1.21
H 0.16 2.27 0.83
H 0.33 -0.60 -1.17
H -1.07 4.30 -2.09
C 7.29 8.16 -2.76
C -0.60 0.48 0.73
C -0.77 0.92 1.40
O 0.11 1.84 -1.09
C 3.84 3.68 2.12
N -2.47 1.22 3.18
H -1.77 0.27 0.80
H 0.30 -1.90 1.14
H -5.09 -6.64 -3.26
H 0.93 0.45 0.43
H -0.59 -0.53 0.32
H -1.25 -1.96 -0.04
H -0.38 -0.37 -0.64
H -2.50 -2.43 -1.71
H -0.13 -1.21 0.77
H 4.88 -0.80 -1.04
H -1.70 -1.16 -0.27
C 0.60 -1.72 -1.82
C 4.20 6.69 -0.19
C 0.11 -5.22 -0.13
O 0.40 -0.22 1.47
C 3.74 5.95 -0.76
N -5.05 5.73 0.75
H -0.30 1.23 0.25
H -0.86 0.26 1.11
H -0.17 -0.67 2.32
H -0.38 -5.74 -2.91
H 0.04 0.93 -1.68
H 1.00 3.00 0.72
H -0.08 -0.50 -2.22
H -2.19 -3.23 2.95
H -1.94 -1.12 -0.34
H 1.29 -1.09 -2.71
H -0.06 -4.23 3.38
C -1.11 -1.71 0.62
O 1.36 0.37 1.76
H 1.48 0.58 -1.05
H 0.71 0.32 1.21
H -1.00 0.97 -0.71
H -1.45 -0.47 -1.95

Summary:
Relative energy (zero: lowest compared OMol25 entry of this formula, charge and spin)   96.6 kJ/mol
Charge   +1
HOMO level   -11.5470 eV
LUMO level   -2.1 eV

Density functional theory data (ωB97M-V/def2-TZVPD) for an isolated molecule of C4H11NOSi at a distorted geometry.

Last column: Löwdin charge in e.
Cartesian coordinates (Å):
C  -0.7391  -0.6061  -0.8408  -0.75
C  -0.8511  -0.3341  -2.2673  -0.05
C  0.1408  2.0196  -0.6668  0.04
C  1.3145  -1.2862  1.8082  -0.23
N  -0.2190  0.3589  -0.0928  -0.13
O  -1.1438  -1.6633  -0.4106  0.01
Si  -0.1264  -0.1168  1.6668  0.62
H  0.1977  -0.5784  -2.7130  0.11
H  -1.4602  -1.1946  -2.8309  0.13
H  -1.1143  0.7612  -2.5600  0.09
H  0.6769  2.2998  0.2803  0.04
H  0.8062  2.0753  -1.5646  0.08
H  -0.9301  2.3206  -0.5388  0.08
H  0.9336  -2.2545  1.5883  0.01
H  2.3865  -1.0743  1.5910  0.06
H  1.3314  -1.4659  2.8591  0.00
H  0.2413  1.0730  2.3678  -0.07
H  -1.4447  -0.3343  2.3242  -0.03

Cartesian forces, eV/Å:
C -0.70 0.94 -1.23
C 0.68 -0.76 -4.48
C -0.89 -3.63 3.43
C -0.19 0.03 1.10
N 1.21 3.03 0.97
O -0.02 -1.28 1.57
Si 0.54 0.45 -1.72
H -1.44 0.83 0.67
H 0.78 2.32 1.45
H 0.27 -2.16 0.42
H -0.35 0.19 -1.26
H -1.27 -0.22 0.71
H 1.34 0.55 -1.21
H 0.27 -1.03 -1.36
H -1.18 0.00 -0.57
H 0.25 0.26 1.56
H 0.46 1.16 0.31
H 0.26 -0.68 -0.35

Summary:
Relative energy (zero: lowest compared OMol25 entry of this formula, charge and spin)   189.5 kJ/mol
HOMO level   -9.4706 eV
LUMO level   0.7 eV

Density functional theory data (ωB97M-V/def2-TZVPD) for a cluster of 5 separate species, C2H16N2O4 in total at a distorted geometry.

Last column: Löwdin charge in e.
Cartesian coordinates (Å):
C  -1.0357  0.2742  -0.8690  -0.28
C  -1.9037  1.2497  -0.0244  -0.28
N  -2.5112  0.5954  1.1243  -0.02
N  0.1300  0.8714  -1.5196  -0.01
H  -0.7041  -0.4765  -0.1431  0.08
H  -1.6706  -0.1428  -1.6595  0.11
H  -1.3069  2.0562  0.4572  0.11
H  -2.5718  1.7466  -0.7816  0.11
H  -3.1730  -0.1371  0.9175  0.08
H  -2.9337  1.3057  1.7177  0.08
H  0.8758  1.0181  -0.8461  0.05
H  0.5220  0.1188  -2.0796  0.06
H  1.9985  2.5122  -1.9772  0.01
H  2.1435  2.8774  -0.3946  0.03
O  2.5654  2.6447  -1.2248  -0.06
H  1.5964  -2.2855  0.8059  0.02
H  1.7252  -1.2912  1.9457  0.01
O  1.9911  -1.4290  1.0380  -0.10
H  1.4420  -2.5225  -1.7668  0.03
H  2.7208  -2.1646  -0.8281  0.05
O  2.0097  -2.7834  -1.0515  -0.06
H  -0.9678  -0.8711  1.8464  0.01
H  -0.6063  -1.6283  3.1157  0.05
O  -0.3356  -1.5386  2.1973  -0.08

Cartesian forces, eV/Å:
C -0.12 0.28 1.19
C 0.59 0.92 -1.08
N 0.10 0.03 0.20
N 0.08 -0.15 -0.19
H -0.19 -0.45 -0.38
H 0.14 -0.22 0.32
H 0.03 -0.44 -0.75
H 0.06 -0.23 0.99
H -0.27 0.12 -0.21
H -0.11 -0.47 -0.10
H -0.19 0.08 0.25
H 0.00 0.22 -0.30
H -0.98 0.18 0.25
H -0.62 0.00 -0.58
O 1.66 -0.05 0.35
H 0.03 0.48 -0.01
H -0.22 0.17 0.16
O 0.58 -0.14 -0.01
H 0.19 0.65 -0.37
H -0.63 0.21 -0.55
O 0.44 -1.25 0.35
H 0.35 -0.24 0.19
H -0.06 -0.11 0.08
O -0.87 0.43 0.21

Summary:
Relative energy (zero: lowest compared OMol25 entry of this formula, charge and spin)   167.9 kJ/mol
HOMO level   -9.6310 eV
LUMO level   0.7 eV